Here is a molecular structure, C33H32AsBr2IMoN3O7S2 from the Open Molecules 2025 dataset. Energies are from the ωB97M-V functional and the def2-TZVPD basis.

```
82
C33H32AsBr2IMoN3O7S2, DFT the ωB97M-V functional and the def2-TZVPD basis
H -1.624 1.980 -4.913
C -1.129 -4.352 0.391
H -1.644 -2.778 1.721
H -3.294 5.829 1.367
N -2.028 1.729 0.083
H -5.625 -0.057 -0.179
C -0.128 -4.756 -0.380
H -3.779 3.906 -0.011
O 2.554 0.583 2.315
C -0.345 3.430 0.236
C -2.524 5.095 1.169
S 0.035 -0.493 -2.671
H -1.828 -5.058 0.819
C 3.606 -1.183 0.816
C -4.751 -0.689 -0.128
H 1.552 4.248 2.581
O 3.673 1.338 0.229
C 0.518 2.695 1.327
H 3.266 -0.439 -4.472
As 1.611 -2.320 2.679
H 0.072 3.306 -0.765
S 2.819 0.408 0.914
C -4.862 -2.095 -0.038
O 0.358 -1.430 1.703
H -2.063 -2.456 -1.258
Br 0.117 -6.576 -0.808
C -0.969 0.155 -4.013
H 5.463 -4.568 0.656
H 1.618 -4.179 -1.577
C -1.443 3.048 3.288
O 1.629 -1.347 4.102
C 4.690 -1.340 -0.033
C -2.390 -2.267 -0.220
C -0.101 -2.016 0.480
C -3.325 1.281 -0.039
H 0.506 5.518 0.333
H 1.679 -0.472 -5.227
O -0.330 0.474 -1.518
H 1.485 2.460 0.905
C -3.751 -2.860 -0.053
H 1.718 -1.908 -0.766
H -0.482 4.859 3.854
C -0.670 4.280 2.954
C 2.225 -0.717 -4.316
C -1.070 1.854 2.805
C -1.191 5.257 1.791
H -3.811 -3.939 -0.004
C -1.767 3.011 0.214
H 3.488 -4.308 2.136
H 1.658 1.114 -3.237
C 3.194 -2.254 1.608
Mo -0.613 0.080 0.489
C -3.488 -0.079 -0.074
C -0.842 1.653 -4.230
H 0.115 1.924 -4.674
O 1.077 -3.823 2.929
H -2.266 3.113 3.985
C 4.941 -3.622 0.699
N -2.312 -0.824 0.053
C 5.355 -2.559 -0.088
C 0.872 -3.818 -0.879
C 3.850 -3.477 1.544
C -2.789 4.029 0.403
H 5.016 -0.489 -0.617
Br -0.932 7.107 2.330
H -5.837 -2.555 0.038
H 6.209 -2.673 -0.744
C 0.919 -2.556 -0.440
C -0.020 4.776 0.926
C -1.321 -2.894 0.683
H -0.968 2.191 -3.291
H 2.259 -0.177 -2.199
H -4.160 1.958 -0.090
H 2.189 -1.797 -4.167
H 1.253 -1.884 4.817
C 0.600 4.002 2.124
C 1.690 0.033 -3.106
I -2.150 0.120 3.322
O 1.537 0.264 0.110
H -1.981 -0.126 -3.714
N -0.111 1.536 1.905
H -0.706 -0.435 -4.893
```

Summary:
E_LUMO (spin up / spin down) in eV: -3.99 / -3.89
<S²>: 2.094
Highest occupied orbital energy (spin up / spin down) in eV: -9.757 / -10.361
Relative energy (zero: lowest compared OMol25 entry of this formula, charge and spin) in kcal/mol: 78.8
Calculated total energy in eV: -286083.8792
Net charge: +1
2S+1: 3

***

Here is 2 unconnected molecules or ions with the total composition C3H8N4 in a non-equilibrium geometry from the Open Molecules 2025 dataset. Energies are from the ωB97M-V functional and the def2-TZVPD basis.

```
15
C3H8N4, DFT the ωB97M-V functional and the def2-TZVPD basis
N 1.218 -0.188 -2.169
H -0.456 -1.639 1.226
H -1.455 0.394 2.019
C 0.052 1.701 1.399
H 0.028 2.022 2.363
H 1.079 1.557 1.006
N -0.757 -1.345 -2.001
H -0.876 -2.299 -1.910
H -1.432 -0.914 -1.415
H -0.469 2.524 0.868
H 0.839 -0.624 0.262
N 2.212 0.333 -2.385
N 0.566 -1.149 -1.748
C 0.026 -0.745 0.995
C -0.574 0.371 1.490
```

Summary:
E_LUMO in eV: 0.29
Highest occupied orbital energy in eV: -8.718
Relative energy (zero: lowest compared OMol25 entry of this formula, charge and spin) in kcal/mol: 126.4
Calculated total energy in eV: -9196.1505
2S+1: 1

***

Here is 13 unconnected molecules or ions with the total composition C25H43Cl21O18 in a non-equilibrium geometry from the Open Molecules 2025 dataset. Energies are from the ωB97M-V functional and the def2-TZVPD basis.

```
107
C25H43Cl21O18, DFT the ωB97M-V functional and the def2-TZVPD basis
C -0.865 -0.336 2.949
Cl 0.628 -0.191 -8.152
H 1.314 -3.177 1.260
C -0.322 0.594 -6.958
Cl 0.386 -2.141 -1.094
Cl 7.267 3.123 2.240
H -0.075 8.234 1.364
H 6.518 -4.044 5.087
O -0.061 -4.902 0.063
O 6.175 -3.722 3.225
H 6.653 0.829 2.320
H -2.764 4.530 -3.618
C -2.574 2.354 -2.238
H 1.220 7.313 2.078
C 0.667 7.498 1.160
H 1.497 3.064 0.808
H -7.704 -1.947 -0.033
C 1.190 -3.754 2.199
Cl 3.281 -3.000 -3.348
C 2.452 -4.392 -2.664
H -3.251 -0.590 1.977
O -2.082 1.104 -2.063
H -1.117 5.019 -3.235
Cl -0.978 -2.882 -6.410
H -0.122 2.309 0.352
H -0.747 -0.179 -6.330
O -3.657 2.789 -1.954
C -2.939 3.882 1.284
Cl -5.872 -0.693 0.649
C 0.727 5.308 0.456
C -6.647 -2.168 0.107
H 1.352 7.838 0.378
C 5.612 1.677 -3.133
Cl 6.429 1.717 -4.661
Cl 0.830 0.314 -2.578
O 6.196 -3.507 1.111
H 6.319 2.130 -2.437
H -3.373 4.219 0.344
C 5.632 -3.171 -0.122
C 0.869 -0.408 -1.001
H -2.241 -1.694 1.115
C -1.992 4.448 -2.907
C -0.673 -4.405 1.006
Cl 3.473 -5.845 -2.809
C -4.682 2.674 2.448
H -2.033 -5.033 -0.877
H -2.989 -2.134 -5.643
H 1.918 0.565 4.250
H -3.333 -3.839 -0.518
O -5.581 2.943 3.402
H 4.654 -2.671 0.017
O 4.150 -3.432 2.145
O -2.057 -4.242 1.029
H 5.057 -2.901 4.770
H -4.041 0.279 -1.698
H 2.245 -4.191 -1.606
H 0.564 1.757 4.306
C -2.150 -2.527 -5.136
C 5.630 -3.811 4.524
H -2.291 4.906 -1.982
H 5.586 -4.027 -0.802
Cl 2.441 -0.326 -0.120
O -4.644 1.581 1.904
O -1.535 3.043 -2.766
Cl -1.505 -1.438 -3.951
Cl -6.628 -3.436 1.386
Cl 4.185 2.789 -3.120
C 0.704 2.945 0.040
H -3.331 -2.333 2.352
O -0.826 0.388 1.938
H -3.047 0.663 -0.344
H -7.095 1.487 3.167
O 1.911 5.275 0.584
Cl 0.978 -4.612 -3.480
C -6.275 1.804 3.814
C 5.365 -3.534 2.197
H 6.335 -2.473 -0.564
C -2.740 -4.694 -0.095
H -2.180 4.561 1.664
H 1.008 2.731 -0.988
C -2.676 -1.488 2.079
O 0.005 4.262 -0.016
C 0.980 0.871 3.770
Cl -6.011 -2.855 -1.388
Cl -1.747 1.450 -7.733
Cl 5.314 1.658 0.685
C -3.014 0.276 -1.348
O -3.952 3.746 2.293
O 0.008 -0.220 3.939
H -5.598 0.938 3.931
H 1.297 -3.157 3.128
H 1.733 -4.702 2.249
O -1.707 -1.363 3.119
H -6.647 2.066 4.801
Cl -2.686 -4.040 -4.406
H -3.360 -5.536 0.242
H 0.137 0.039 -0.338
Cl 5.132 0.090 -2.664
H 1.186 1.009 2.740
H 5.003 -4.676 4.492
O -0.202 -3.985 2.123
Cl 0.607 1.763 -5.966
H -2.454 2.898 1.171
H -2.743 -0.787 -1.367
C 6.150 1.763 2.188
Cl 4.902 1.776 3.490
O -0.055 6.320 0.750
```

Summary:
E_LUMO in eV: 0.26
Highest occupied orbital energy in eV: -10.683
Calculated total energy in eV: -326447.2432
2S+1: 1

***

Here is 2 unconnected molecules or ions with the total composition H3NO3S in a non-equilibrium geometry from the Open Molecules 2025 dataset. Energies are from the ωB97M-V functional and the def2-TZVPD basis.

```
8
H3NO3S, DFT the ωB97M-V functional and the def2-TZVPD basis
H -2.241 -1.559 -0.457
H 0.860 1.993 -0.380
O -0.803 -0.471 0.070
S 1.671 0.011 -0.413
O 2.235 -0.903 0.554
N 1.272 1.325 0.258
O -2.129 -0.596 -0.402
H -0.863 0.199 0.770
```

Summary:
E_LUMO in eV: -0.33
Highest occupied orbital energy in eV: -10.524
Relative energy (zero: lowest compared OMol25 entry of this formula, charge and spin) in kcal/mol: 88.5
Calculated total energy in eV: -18512.3727
2S+1: 1

***

Here is C5H7NO in the gas phase in a non-equilibrium geometry from the Open Molecules 2025 dataset. Energies are from the ωB97M-V functional and the def2-TZVPD basis.

```
14
C5H7NO, DFT the ωB97M-V functional and the def2-TZVPD basis
H 2.651 1.729 -1.312
H 0.057 -1.513 -1.199
H -0.020 -1.128 1.785
C -0.406 -0.833 0.805
H 1.192 -2.076 0.035
H -2.195 1.940 0.210
H -0.222 1.183 1.442
C 2.109 0.868 -0.993
C -1.529 1.158 -0.099
C 0.604 -1.213 -0.301
O -1.587 0.840 -1.257
N -0.807 0.555 0.906
H -1.324 -1.407 0.641
C 1.479 -0.102 -0.663
```

Summary:
E_LUMO in eV: 0.92
Highest occupied orbital energy in eV: -9.847
SMILES: C#CCCNC=O
Relative energy (zero: lowest compared OMol25 entry of this formula, charge and spin) in kcal/mol: 52.6
Calculated total energy in eV: -8833.9207
2S+1: 1

***

Here is 2 unconnected molecules or ions with the total composition C8H16N2O3S in a non-equilibrium geometry from the Open Molecules 2025 dataset. Energies are from the ωB97M-V functional and the def2-TZVPD basis.

```
30
C8H16N2O3S, DFT the ωB97M-V functional and the def2-TZVPD basis
H 2.217 0.394 -1.191
H -0.672 -1.123 1.331
C -2.872 -0.835 -1.256
H -3.696 -0.007 -1.304
C -1.742 1.994 0.093
H 2.834 -1.593 0.069
O -2.986 -1.697 -0.142
N 1.919 0.289 -0.284
N -1.744 2.717 -1.044
H -3.738 -0.315 1.053
H 4.326 1.034 0.367
H -3.091 -1.482 -2.138
H -1.554 3.720 -0.960
H -1.514 0.235 2.095
H 4.857 -0.172 -0.742
O -2.051 2.488 1.163
C -1.263 0.572 0.034
C -2.839 -1.021 1.093
C 4.403 0.066 0.176
H 2.633 -0.641 1.531
C 2.889 -0.502 0.394
S 1.079 1.527 0.573
H 5.067 -0.359 0.914
H -1.732 2.174 -1.889
H -1.372 0.435 -2.171
C -1.484 -0.190 -1.310
H -0.531 -0.754 -1.543
O 1.041 2.641 -0.319
H -3.104 -1.661 1.925
C -1.476 -0.283 1.209
```

Summary:
E_LUMO (spin up / spin down) in eV: -0.35 / -0.43
Highest occupied orbital energy (spin up / spin down) in eV: -7.877 / -7.778
Relative energy (zero: lowest compared OMol25 entry of this formula, charge and spin) in kcal/mol: 117.2
Calculated total energy in eV: -28509.6950
2S+1: 1